# 1
DFT (wB97M-V/def2-TZVPD) results for a cluster of 18 separate species, C43H47Cl51F24IN2O5S2 in total.

Structure (XYZ):
```
175
Properties=species:S:1:pos:R:3:forces:R:3
C -2.3128 -5.5840 2.6559 -0.55 -0.03 0.45
O -1.6603 -6.3067 1.5718 0.44 1.82 0.58
C -0.5012 -5.5424 1.1863 0.89 0.45 0.40
C 0.1630 -5.9607 -0.2076 -0.22 0.17 -0.10
C -0.2997 -5.0840 -1.4704 -0.61 0.48 0.39
C 0.7118 -3.8553 -1.7977 -1.92 -0.37 0.82
C 0.4247 -2.7701 -0.6201 1.56 -0.79 -1.09
C 1.3860 -1.5276 -0.8932 0.66 -0.13 -0.83
C 1.4648 -0.3906 0.2256 -1.41 -2.58 0.82
C 0.2131 0.5626 0.0144 0.63 3.01 -0.34
F 0.2940 1.6294 0.9810 0.29 -2.10 -1.37
F 0.2180 1.2857 -1.2154 0.29 -1.97 2.20
C -1.2575 -0.0095 0.1219 -3.30 1.27 1.87
F -1.5189 -1.0171 1.0505 1.26 1.18 -1.65
F -2.0179 1.0924 0.6604 1.59 -2.01 -1.00
C -2.0801 -0.2987 -1.2068 0.64 1.93 -3.83
F -1.2881 -0.8208 -2.2783 -1.11 0.73 2.57
F -2.5112 0.9529 -1.7413 1.08 -2.41 1.63
C -3.3650 -1.1950 -1.1884 -1.02 -2.19 -3.01
F -2.9893 -2.5202 -1.5678 -0.37 2.53 1.48
F -4.1452 -0.7758 -2.3082 1.68 -0.38 2.61
C -4.3824 -1.3369 -0.0091 -3.03 -3.19 0.20
F -5.4593 -2.0626 -0.6273 2.22 1.58 0.85
F -4.0289 -2.2655 1.0113 0.27 2.65 -1.91
C -5.0939 -0.0440 0.5964 -2.59 1.25 0.61
F -4.8002 1.1665 -0.0333 0.29 -2.42 1.06
F -6.5042 -0.1732 0.4229 2.95 0.00 0.31
C -4.9662 0.1014 2.2027 -0.13 -0.58 1.32
F -3.6644 -0.0214 2.6876 -2.00 0.24 -1.21
F -5.7322 -0.9012 2.8516 1.51 1.93 -1.69
C -5.5283 1.4957 2.7604 0.00 1.47 2.44
F -5.4174 1.4020 4.1732 -0.24 0.04 -2.85
F -4.7051 2.5902 2.4202 -2.21 -2.60 0.19
F -6.8689 1.7204 2.5054 3.14 -0.34 -0.03
C 1.3549 -0.9521 1.7518 -1.46 -0.53 1.10
N 2.6224 -1.3784 2.3926 0.61 0.35 -0.63
C 3.6988 -1.7906 1.4751 -1.11 0.18 -0.10
C 3.9961 -0.5093 0.5372 2.69 -1.80 3.27
C 5.1273 0.3452 1.3451 0.53 0.49 0.26
C 4.7364 0.8412 2.7979 -0.08 2.02 0.12
C 5.3833 2.3192 2.9852 1.02 -1.07 0.01
I 5.6043 -0.3652 4.4255 -0.57 0.25 -0.83
S 4.9881 -1.1577 -0.8902 3.01 4.47 -8.27
O 6.3297 -0.4468 -1.0460 -3.40 -2.36 2.43
O 4.3491 -0.9627 -2.2652 -0.30 -1.14 4.48
C 5.4035 -2.9760 -0.8870 0.28 -3.10 -2.07
F 6.1481 -3.1324 -2.0907 -1.46 1.01 2.72
F 4.2833 -3.8201 -1.1144 2.19 2.12 1.30
C 6.3758 -3.5049 0.2554 1.27 -1.72 1.88
F 7.1867 -2.5329 0.8483 -2.02 -1.25 -1.30
F 5.6960 -4.1727 1.3136 0.63 1.83 -2.37
C 7.4151 -4.6357 -0.2815 1.54 -1.55 1.55
F 8.5338 -4.0966 -0.8981 -2.89 -1.20 0.73
F 7.9006 -5.2452 0.9033 -0.95 1.31 -2.52
F 6.7890 -5.6515 -0.9899 1.35 2.51 0.92
N 2.8062 0.3413 0.2764 -0.57 1.40 0.02
C 3.1022 1.3865 -0.7480 1.13 1.04 -2.49
S 2.7580 3.1643 -0.1958 -0.06 6.31 -2.82
O 1.7393 3.8348 -1.0688 1.66 -3.01 2.27
O 4.0049 3.9992 -0.2088 -1.95 -3.41 0.77
H -3.1096 -6.2632 3.1197 1.15 1.07 -0.92
H -2.7755 -4.5951 2.2918 0.53 -1.45 0.30
H -1.5946 -5.3034 3.4951 -0.58 -0.50 -1.03
H -0.7878 -4.4248 1.2367 0.39 -1.45 -0.42
H 0.3065 -5.6804 1.9943 -1.02 0.12 -0.89
H 1.2981 -5.7960 -0.1052 -1.57 -0.60 -0.03
H -0.0716 -7.0735 -0.3700 0.54 1.64 0.21
H -0.5400 -5.7036 -2.3992 0.70 0.81 1.48
H -1.2976 -4.5937 -1.1656 1.29 -0.75 -0.62
H 0.3689 -3.4083 -2.7879 0.86 -0.53 1.15
H 1.7847 -4.2238 -1.7972 -1.23 0.65 -0.17
H -0.6816 -2.5804 -0.6592 1.29 -0.10 0.43
H 0.7874 -3.2982 0.3301 -0.89 0.96 -1.12
H 1.1799 -0.9839 -1.8868 0.07 -1.00 1.40
H 2.3861 -2.0629 -1.0866 -1.24 1.24 0.56
H 0.6424 -1.8360 1.8515 0.59 1.36 -0.86
H 0.9106 -0.1647 2.4683 0.59 -0.80 -1.43
H 2.4347 -2.1170 3.0788 0.15 0.49 -0.37
H 3.3325 -2.7097 0.9134 0.99 0.98 0.19
H 4.6388 -1.9748 2.0827 -1.13 -0.01 -0.84
H 5.4651 1.2673 0.7458 -0.68 -1.39 0.67
H 6.0895 -0.2680 1.4820 -1.62 0.64 -0.62
H 3.6274 0.9045 3.0348 1.28 -0.35 -0.41
H 5.1684 2.7478 4.0136 0.00 -0.46 -1.44
H 5.1265 3.0099 2.1196 0.03 -0.73 1.17
H 6.5223 2.1568 2.9494 -1.61 0.40 -0.02
H 2.6606 0.8999 1.1566 0.63 -0.63 -0.24
H 4.2208 1.5028 -1.0085 -1.52 -0.55 0.77
H 2.6335 1.1701 -1.7749 0.21 0.44 1.81
H 2.2906 3.1935 1.1365 0.32 -0.85 -0.87
C -3.7799 -9.3120 2.0381 0.01 -0.22 -0.12
Cl -3.0133 -8.8936 3.5777 -0.07 -0.10 -0.02
Cl -2.6919 -8.9712 0.6853 -0.23 -0.17 0.01
Cl -4.2659 -11.0109 2.0315 0.14 0.14 -0.03
H -4.6723 -8.7004 1.9220 0.15 -0.10 0.02
C 1.1004 7.5369 -0.9937 0.02 0.07 -0.01
Cl 0.9585 8.0141 0.7036 0.24 -0.29 -0.08
Cl -0.1920 6.4112 -1.4312 0.03 0.08 0.01
Cl 1.0698 8.9591 -2.0445 0.04 -0.13 0.10
H 2.0545 7.0316 -1.1286 -0.17 0.06 0.02
C -8.5033 -11.3625 2.9022 0.02 -0.13 -0.07
Cl -8.8551 -11.7377 1.2100 0.00 0.06 0.15
Cl -7.8194 -12.7719 3.7228 -0.07 0.14 -0.05
Cl -7.4023 -9.9820 3.0169 -0.23 0.06 0.09
H -9.4357 -11.0982 3.3953 0.18 -0.03 -0.09
C 7.7404 1.6413 -3.8651 0.21 0.04 0.03
Cl 8.7248 3.0611 -3.4902 -0.10 -0.18 0.00
Cl 6.0184 2.0467 -3.8119 -0.01 -0.03 0.03
Cl 8.1744 0.9843 -5.4486 -0.06 0.00 0.14
H 7.9361 0.8803 -3.1129 -0.08 0.12 -0.13
C -2.7288 10.0844 1.3901 0.01 -0.02 -0.01
Cl -2.0536 8.7358 0.4666 -0.58 0.18 0.06
Cl -1.4373 11.0515 2.1155 -0.10 -0.09 -0.03
Cl -3.7535 11.0893 0.3561 -0.05 -0.14 0.18
H -3.3430 9.6780 2.1905 0.11 0.09 -0.13
C -1.2694 -8.5507 -4.5682 0.28 -0.13 0.09
Cl 0.1838 -9.3254 -5.2131 -0.14 0.09 0.02
Cl -1.6045 -9.1190 -2.9326 0.03 0.00 -0.09
Cl -1.0954 -6.7889 -4.5767 -0.10 -0.08 -0.27
H -2.1079 -8.8158 -5.2033 0.20 0.09 0.14
C 12.1460 -0.1889 -5.5745 0.04 0.04 -0.05
Cl 12.3972 -1.7220 -4.7274 -0.07 0.09 -0.03
Cl 13.1817 1.0740 -4.8956 -0.14 -0.08 -0.03
Cl 12.4494 -0.3781 -7.3065 -0.08 0.02 0.15
H 11.1082 0.1104 -5.4396 0.21 -0.06 -0.03
C -5.9417 8.3587 -0.6741 -0.09 0.00 -0.13
Cl -5.7621 6.6454 -0.2646 0.05 0.05 0.03
Cl -6.0204 8.5757 -2.4268 0.09 0.00 0.26
Cl -7.3791 9.0360 0.1027 0.17 -0.02 -0.03
H -5.0697 8.8918 -0.3034 -0.16 -0.11 -0.10
C -5.7753 -9.2740 -3.9585 -0.16 -0.12 0.27
Cl -4.5158 -9.1735 -5.1959 -0.24 0.02 -0.07
Cl -6.6023 -10.8338 -4.0461 0.07 0.19 -0.01
Cl -5.0996 -9.0193 -2.3419 -0.12 0.02 -0.18
H -6.5035 -8.4897 -4.1513 0.16 -0.13 0.01
C -4.6702 11.9418 -4.5732 -0.04 0.01 0.06
Cl -4.8205 12.4299 -2.8793 -0.09 -0.17 -0.10
Cl -5.9383 10.7848 -5.0017 0.16 0.11 -0.09
Cl -4.7341 13.3556 -5.6347 0.04 -0.13 0.06
H -3.7048 11.4569 -4.7062 -0.28 0.12 0.05
C 5.4353 4.1976 7.3031 0.21 -0.03 0.11
Cl 6.5915 4.6945 6.0595 -0.12 0.00 0.07
Cl 4.0488 3.3762 6.5696 -0.03 0.04 0.04
Cl 6.2156 3.1531 8.4965 -0.12 0.13 -0.13
H 5.0749 5.0890 7.8113 0.04 -0.16 -0.11
C -2.7059 8.2967 -6.7955 -0.21 -0.06 -0.06
Cl -4.0376 8.7026 -7.8859 0.18 -0.04 0.10
Cl -2.1588 9.7334 -5.9183 0.13 -0.11 -0.08
Cl -3.1936 7.0274 -5.6640 0.08 0.09 -0.08
H -1.8766 7.9240 -7.3920 -0.13 0.10 0.13
C 6.7020 -8.0452 -3.6585 0.06 -0.10 -0.09
Cl 6.2662 -7.1559 -5.1243 0.05 -0.01 0.14
Cl 5.2621 -8.3909 -2.6893 0.08 0.07 0.00
Cl 7.5500 -9.5415 -4.0676 -0.07 0.18 0.08
H 7.3707 -7.4237 -3.0677 -0.13 -0.12 -0.11
C 4.4718 9.3249 2.6395 0.07 0.10 -0.09
Cl 4.1013 8.9524 0.9508 0.28 0.11 0.15
Cl 5.1571 7.9098 3.4533 -0.08 0.03 0.01
Cl 5.5788 10.6994 2.7456 -0.15 -0.14 0.02
H 3.5450 9.5925 3.1418 0.16 -0.06 -0.09
C -1.1621 14.4703 -2.0331 -0.04 0.08 0.01
Cl -2.4878 14.8864 -3.1262 0.27 0.05 0.03
Cl -0.6038 15.9001 -1.1536 0.01 -0.12 -0.09
Cl -1.6703 13.2051 -0.9053 0.16 0.15 -0.18
H -0.3349 14.0896 -2.6276 -0.15 0.07 0.12
C -7.2546 -1.6522 6.0151 0.04 -0.01 0.00
Cl -6.8276 -3.2127 5.2994 -0.03 0.14 0.00
Cl -8.9488 -1.6446 6.5238 0.16 0.01 -0.01
Cl -6.1939 -1.2835 7.3814 -0.09 0.01 -0.15
H -7.1204 -0.8811 5.2599 -0.03 -0.14 0.14
C -12.4259 -2.0584 5.3459 -0.12 -0.04 0.00
Cl -12.2804 -3.7696 5.7706 0.05 0.16 -0.01
Cl -12.5110 -1.8581 3.5904 0.07 0.01 0.13
Cl -13.8445 -1.3427 6.1228 0.16 -0.03 -0.04
H -11.5411 -1.5400 5.7061 -0.18 -0.09 -0.10
```
Forces are in eV/Å.

The HOMO-LUMO gap is 7.50 eV. The calculation puts the lowest unoccupied orbital energy at -4.282 eV. Its charge is +1.


# 2
DFT (wB97M-V/def2-TZVPD) results for a cluster of 2 separate species, C4H4N2S in total.

Structure (XYZ):
```
11
Properties=species:S:1:pos:R:3:forces:R:3
C 0.6807 -1.7143 0.4793 0.26 -1.15 -0.16
C 0.8660 0.1004 2.0006 0.30 0.37 1.12
C 0.5714 0.6110 -0.4402 0.07 0.27 -0.37
C 0.6493 -0.3388 0.6964 -2.70 0.07 -0.17
N 0.7160 -2.8509 0.3017 0.21 -0.20 -0.13
N 1.0752 0.4504 3.0778 0.09 0.10 -0.03
S -2.2553 -0.8550 1.2399 1.39 0.87 -0.56
H 0.6562 0.0810 -1.3880 -0.01 0.06 0.09
H 1.3604 1.3603 -0.3556 0.04 -0.02 -0.01
H -0.3819 1.1447 -0.4202 0.10 -0.02 0.02
H -2.1080 -1.9743 1.9371 0.26 -0.35 0.19
```
Forces are in eV/Å.

The HOMO-LUMO gap (alpha / beta) is 5.63 / 5.61 eV. The calculation puts the lowest unoccupied orbital energy (alpha / beta) at -3.703 / -3.702 eV.


Which formula does entry 2 have?
C4H4N2S


Number 2 is which compound?
C4H4N2S